{"formula": "C2H3N3O2", "method": "wB97M-V/def2-TZVPD", "species": ["C", "C", "N", "N", "N", "O", "O", "H", "H", "H"], "coordinates": [[0.5709, -1.0213, -0.6392], [0.2606, -1.0775, 0.7849], [-0.0183, 0.0072, -1.1613], [-0.6150, 0.0133, 0.9347], [-0.8551, 0.5356, -0.2747], [0.5896, -1.8207, 1.6315], [0.2354, 2.3965, -0.3018], [1.1834, -1.5323, -1.3353], [-1.3251, 0.1131, 1.6187], [-0.0263, 2.3861, -1.2575]], "orbital_gap_ev": [8.464, 8.468], "e_tot_ev": -10683.00093, "fmax_ev_per_a": 3.01, "total_charge": 0}



{"formula": "C2H3N3OS", "method": "wB97M-V/def2-TZVPD", "species": ["C", "C", "N", "N", "N", "O", "S", "H", "H", "H"], "coordinates": [[-1.9968, 1.0002, 0.3475], [-2.8491, 1.4352, 1.0638], [3.0227, -0.5187, 0.2532], [0.6963, -0.1884, 0.3526], [1.8578, -0.4430, 0.0137], [0.1384, -2.1341, -1.3735], [0.5410, -0.7318, -1.3014], [-1.6523, 0.3991, -0.4971], [-3.3522, 2.0368, 1.7616], [3.5942, -0.8554, -0.6205]], "orbital_gap_ev": 8.979, "e_tot_ev": -19468.35064, "fmax_ev_per_a": 4.23, "total_charge": 0}



{"formula": "C2H3N3OS", "method": "wB97M-V/def2-TZVPD", "species": ["H", "N", "C", "N", "C", "N", "S", "O", "H", "H"], "coordinates": [[2.2568, -1.7679, -0.0852], [2.3623, -0.7662, 0.0834], [1.2442, -0.2046, -0.0730], [0.9656, 1.1200, 0.0579], [-0.3003, 1.2341, -0.2369], [-0.9016, 0.0355, -0.5626], [-2.4560, -0.4054, -0.0099], [0.0733, -0.9308, -0.4166], [-0.8944, 2.1254, -0.1418], [-2.3498, -0.4399, 1.3846]], "orbital_gap_ev": 9.290, "e_tot_ev": -19473.09881, "fmax_ev_per_a": 2.56, "total_charge": 0}



{"formula": "C2H3N3OS2", "method": "wB97M-V/def2-TZVPD", "species": ["C", "C", "N", "N", "N", "O", "S", "S", "H", "H", "H"], "coordinates": [[-1.9986, -0.9173, 0.5372], [1.0758, 0.8275, -0.2003], [-1.0994, 1.1344, 0.3809], [1.8864, -0.0919, -0.6884], [-0.2187, 0.3505, 0.1487], [-0.4107, -0.9671, 0.2151], [-3.2225, -0.8735, -0.5004], [1.3559, 2.3906, 0.0931], [-2.1373, -0.9193, 1.7084], [1.8584, -1.1139, -0.7903], [2.9106, 0.1799, -0.9039]], "orbital_gap_ev": 7.818, "e_tot_ev": -30304.84069, "fmax_ev_per_a": 4.91, "total_charge": 0}



{"formula": "C2H3N3S", "method": "wB97M-V/def2-TZVPD", "species": ["S", "C", "N", "C", "N", "N", "H", "H", "H"], "coordinates": [[-2.5840, -0.1988, -0.1350], [-0.8227, -0.2258, -0.0309], [-0.1354, 0.9933, -0.1044], [1.0923, 0.5701, -0.1091], [1.1446, -0.7135, -0.0927], [-0.0672, -1.3192, -0.0348], [-2.5582, 0.9322, 0.6350], [1.9681, 1.2502, -0.1259], [1.9625, -1.2883, -0.0021]], "orbital_gap_ev": 9.883, "e_tot_ev": -17427.52914, "fmax_ev_per_a": 3.93, "total_charge": 0}



{"formula": "C2H3N3S2", "method": "wB97M-V/def2-TZVPD", "species": ["S", "C", "S", "C", "N", "N", "N", "H", "H", "H"], "coordinates": [[-1.1394, 1.7120, -0.1893], [-0.2703, 0.1158, -0.2679], [-1.3102, -1.3211, -0.7509], [0.5596, -0.1730, 1.1140], [1.7763, -0.2281, 0.7895], [1.9010, -0.0063, -0.5805], [0.8359, 0.1827, -1.1541], [-1.1259, 1.8934, -1.5069], [-1.3701, -1.8786, 0.4579], [0.1431, -0.2967, 2.0883]], "orbital_gap_ev": 9.083, "e_tot_ev": -28260.52215, "fmax_ev_per_a": 3.29, "total_charge": 0}



{"formula": "C2H3N3S2", "method": "wB97M-V/def2-TZVPD", "species": ["C", "C", "N", "N", "N", "S", "S", "H", "H", "H"], "coordinates": [[0.1404, -1.0735, 0.5577], [-1.1002, -0.8556, -0.0446], [1.2811, -0.5664, -0.0465], [1.0156, 0.3584, -0.8968], [-0.2844, 0.9743, -0.6297], [0.6966, 0.0717, 1.7963], [-0.1258, 1.7840, 0.7485], [-1.2057, -1.2109, -1.1124], [-1.9903, -0.6511, 0.6633], [1.5727, 1.1691, -1.0357]], "orbital_gap_ev": 8.482, "e_tot_ev": -28257.34306, "fmax_ev_per_a": 3.51, "total_charge": 0}



{"formula": "C2H3N3S2", "method": "wB97M-V/def2-TZVPD", "species": ["S", "C", "N", "N", "C", "N", "S", "H", "H", "H"], "coordinates": [[-1.1316, -1.9219, -0.9215], [0.0042, -0.6069, -0.7368], [1.0482, -0.4358, -1.4832], [1.7663, 0.6319, -0.9659], [1.1123, 1.0640, 0.0719], [-0.0097, 0.3192, 0.2803], [-1.1768, 0.5759, 1.4957], [-2.2522, -1.1795, -0.7679], [1.3968, 1.9059, 0.7027], [-0.7575, -0.3527, 2.3246]], "orbital_gap_ev": 9.738, "e_tot_ev": -28262.14198, "fmax_ev_per_a": 0.91, "total_charge": 0}



{"formula": "C2H3N3S2", "method": "wB97M-V/def2-TZVPD", "species": ["C", "C", "H", "H", "H", "N", "N", "N", "S", "S"], "coordinates": [[-0.5926, 0.3342, 0.0485], [-1.3337, 1.5503, -0.1080], [2.5178, -1.2097, 0.7176], [0.7204, 1.8048, 0.3667], [0.5934, -2.5564, -0.5903], [0.7917, 0.6602, 0.3500], [-1.4957, -0.5725, -0.1169], [-1.9729, 2.5378, -0.2974], [2.1916, -0.2240, -0.2907], [-1.4201, -2.3246, -0.0795]], "orbital_gap_ev": 7.694, "e_tot_ev": -28257.45948, "fmax_ev_per_a": 5.97, "total_charge": 0}



{"formula": "C2H3N4", "method": "wB97M-V/def2-TZVPD", "species": ["C", "C", "N", "N", "N", "N", "H", "H", "H"], "coordinates": [[-1.1661, -1.0334, -0.3659], [1.3127, 0.0166, -0.0439], [-2.0990, 0.5713, 0.2644], [-0.8774, 0.9333, 0.4927], [-2.3404, -0.5572, -0.2506], [-0.0752, 0.0582, 0.0752], [1.7067, 1.0638, 0.1763], [1.8429, -0.5833, 0.7033], [1.6957, -0.4693, -1.0516]], "orbital_gap_ev": [7.429, 7.116], "e_tot_ev": -8066.36097, "fmax_ev_per_a": 5.30, "total_charge": 1}



{"formula": "C2H3N4", "method": "wB97M-V/def2-TZVPD", "species": ["C", "C", "N", "N", "N", "N", "H", "H", "H"], "coordinates": [[2.4166, 0.7432, -1.5848], [0.5360, 0.0921, -1.6534], [1.5615, 0.4376, -2.4494], [2.2680, 0.3565, -0.1419], [0.9825, 0.0010, -0.3468], [0.2103, -0.1786, 0.7414], [-0.5695, 0.0430, -1.8038], [0.7041, 0.0390, 1.5120], [-0.7893, -0.0965, 0.5305]], "orbital_gap_ev": [10.207, 7.448], "spin_multiplicity": 3, "e_tot_ev": -8068.65880, "fmax_ev_per_a": 5.92, "total_charge": 1}



{"formula": "C2H3N4O", "method": "wB97M-V/def2-TZVPD", "species": ["C", "C", "N", "N", "N", "N", "O", "H", "H", "H"], "coordinates": [[0.3178, -0.6178, -0.0332], [0.2406, 1.4357, -0.1776], [-0.4017, -2.5274, 0.3852], [-0.6522, -1.2302, 0.6115], [1.0469, -1.4172, -0.7788], [0.6001, -2.5820, -0.4872], [-0.6174, 1.8149, 0.8791], [1.1251, 1.8730, 0.1125], [-0.2351, 1.9038, -1.1525], [-1.4241, 1.3472, 0.6409]], "orbital_gap_ev": [4.081, 6.824], "spin_multiplicity": 3, "e_tot_ev": -10123.08893, "fmax_ev_per_a": 6.44, "total_charge": -1}